This record from the Open Molecules 2025 dataset describes an isolated ion of composition C11H16N3 and charge +1 at a distorted geometry. The level of theory is the ωB97M-V functional and the def2-TZVPD basis.

Gap between HOMO and LUMO = 7.80 eV
Calculated total energy = -16126.24879 eV
SMILES = C=CC1=[NH+]/C\C(C)=N/C(=C\CC)/C=N\1
ΔE to the lowest compared entry with this formula, charge and spin = 4.276 eV
Largest force on an atom = 0.11586 hartree/bohr

```
! wB97M-V def2-TZVPD RIJCOSX def2/J DEFGRID3
* xyz 1 1
N -2.521 -0.380 0.943
N -1.557 1.278 -0.179
N 0.894 -0.338 -0.219
C 2.061 1.638 -0.595
C -2.567 0.558 0.105
C -3.820 0.915 -0.575
C 0.866 1.060 -0.199
C -5.027 0.744 -0.073
C -0.233 -2.412 -0.170
C -1.099 -0.623 1.422
C -0.100 -0.984 0.299
C 3.837 1.156 0.808
C -0.357 1.700 0.040
C 3.268 0.872 -0.590
H 4.260 2.254 0.876
H 3.038 0.910 1.525
H -5.884 1.059 -0.627
H 4.753 0.572 1.040
H 2.958 -0.129 -0.617
H -0.951 -1.379 2.216
H -3.557 1.428 -1.551
H -1.351 -2.485 -0.525
H 0.320 -2.493 -1.130
H 4.115 0.979 -1.372
H -0.367 2.727 0.386
H 2.325 2.673 -0.838
H -3.415 -1.031 0.931
H -0.025 -3.217 0.550
H -5.103 0.501 0.974
H -0.822 0.275 1.975
*
```

***

This record from the Open Molecules 2025 dataset describes C2H5N2O3 as an isolated structure at a distorted geometry. The level of theory is the ωB97M-V functional and the def2-TZVPD basis.

Gap between HOMO and LUMO (spin up / spin down) = 7.47 / 7.21 eV
Calculated total energy = -11262.90507 eV
ΔE to the lowest compared entry with this formula, charge and spin = 1.961 eV
Largest force on an atom = 0.21575 hartree/bohr

```
! wB97M-V def2-TZVPD RIJCOSX def2/J DEFGRID3
* xyz 1 3
O -1.454 -0.324 0.383
O -2.281 1.546 -0.303
O -3.692 -0.032 -0.078
N 0.162 1.359 -0.006
N 0.935 -0.846 -0.068
C 0.077 0.165 0.231
C -2.555 0.535 0.128
H 0.939 -1.833 0.337
H 0.511 2.074 -0.620
H -1.082 1.585 -0.309
H 1.952 -0.700 -0.052
H -4.435 0.282 0.509
*
```

***

This record from the Open Molecules 2025 dataset describes a 8-piece molecular cluster, C67H141N7O9S overall at a distorted geometry. The level of theory is the ωB97M-V functional and the def2-TZVPD basis.

Gap between HOMO and LUMO = 8.17 eV
Calculated total energy = -111447.97014 eV
SMILES = CC1(C)CCCC(C)(C)N1O.CC1(C)CCCC(C)(C)N1O.CC1(C)CCCC(C)(C)N1O.CC1(C)CCCC(C)(C)N1O.CC1(C)CCCC(C)(C)N1O.CC1(C)CCCC(C)(C)N1O.CC1(C)CCCC(C)(C)N1O.O=S1(=O)CCCC1
ΔE to the lowest compared entry with this formula, charge and spin = 0.000 eV
Largest force on an atom = 0.06740 hartree/bohr

```
! wB97M-V def2-TZVPD RIJCOSX def2/J DEFGRID3
* xyz 0 1
S 0.833 -1.166 1.307
O 2.142 -1.795 1.325
O 4.453 -1.423 2.474
O -1.175 1.265 -3.134
O -2.918 2.939 -1.462
O -6.338 -5.302 -2.762
O -0.390 0.222 4.895
O 3.700 1.936 -1.939
O 4.278 -2.619 -1.058
O 0.043 -1.066 2.517
N -1.646 0.861 4.906
N -0.976 1.697 -4.470
N 3.166 -3.004 -1.840
N -5.350 -4.313 -2.502
N 4.914 -1.839 3.742
N 3.558 2.273 -0.576
N -3.853 3.287 -0.480
C 3.729 4.754 -0.771
C 6.225 -3.593 2.677
C -5.508 -4.764 -0.077
C 3.242 -0.962 -3.186
C 5.051 0.426 -0.036
C -2.536 1.993 1.149
C -2.972 2.857 4.538
C -5.210 2.961 -0.829
C 4.307 -2.956 -4.151
C -1.536 2.335 4.767
C -5.729 3.683 -2.075
C -2.151 4.454 0.864
C -0.771 2.533 3.475
C 0.088 3.245 -5.989
C -3.926 2.470 5.679
C -1.410 0.785 -5.533
C 3.826 3.414 2.062
C 7.320 -1.355 3.239
C 0.492 0.294 -0.875
C 0.065 2.723 -4.533
C 1.850 -2.865 -3.854
C 2.499 -4.556 -0.063
C -3.856 -1.917 -2.159
C 2.879 3.559 -0.315
C 1.384 -4.657 -2.228
C 1.521 3.578 -1.026
C -2.860 0.330 -5.321
C -6.139 3.466 0.306
C -0.050 2.216 -7.102
C 1.363 -4.275 -3.721
C 1.465 2.153 -4.228
C -3.776 -2.774 -3.424
C -6.177 -2.572 -4.164
C 4.736 1.912 0.234
C 4.471 -1.036 4.912
C 0.993 0.486 0.556
C 4.391 2.032 1.715
C 4.849 0.435 4.979
C -5.585 3.098 1.682
C -0.632 -0.739 -0.815
C 4.940 -1.763 6.200
C -2.541 0.271 5.937
C -0.831 3.006 5.946
C -0.161 -1.918 0.036
C -5.070 -3.510 -3.715
C -5.531 -3.692 -1.183
C -2.055 0.369 7.385
C -3.909 0.979 5.797
C -4.704 -4.515 -4.842
C 2.746 -4.387 -1.566
C -2.797 -1.191 5.548
C 3.168 -2.493 -3.206
C -0.267 3.918 -3.636
C 2.604 3.725 1.197
C -0.574 -0.528 -5.457
C -1.349 1.423 -6.888
C 6.406 -2.189 6.186
C -6.826 -2.878 -1.168
C 3.760 -5.476 -1.973
C 2.936 -1.191 4.847
C -4.321 -2.758 -0.973
C 6.632 -3.088 4.962
C -3.207 3.335 0.864
C -4.229 3.654 1.966
C 6.257 -2.397 3.639
C 6.064 2.645 -0.078
C -5.463 1.423 -0.872
H -0.698 3.996 -6.096
H 3.514 3.470 3.109
H 0.543 -2.506 -0.552
H 0.483 4.705 -3.727
H 4.224 -2.501 -5.136
H 4.532 4.246 1.994
H -3.656 2.926 6.640
H -3.194 -1.691 6.436
H -6.237 -2.343 -5.235
H 4.536 0.952 5.885
H 2.037 -2.672 -4.915
H -2.612 5.420 1.080
H 2.560 -0.735 3.933
H -5.092 0.744 -0.107
H -2.139 1.250 -3.094
H 1.933 1.033 0.663
H -5.552 -5.172 -5.039
H 5.965 -3.945 5.094
H 0.789 1.509 -7.134
H -1.874 1.677 0.339
H 1.053 3.722 -6.181
H -2.708 -0.244 8.012
H 3.631 1.317 2.030
H -7.075 -2.635 -0.129
H -2.144 2.168 -6.976
H -1.479 3.010 6.824
H -3.100 -0.581 -5.859
H -0.611 4.058 5.752
H 2.931 1.370 -2.067
H -4.457 -3.986 -5.761
H 4.307 -4.041 -4.264
H 0.489 -0.383 -5.638
H -7.680 -3.393 -1.606
H 3.863 -2.455 -0.198
H -4.968 1.052 -1.779
H 0.287 2.288 3.595
H -4.548 -5.267 0.034
H -2.982 3.942 4.419
H -3.935 3.163 2.901
H 5.896 0.114 0.575
H 5.930 0.562 4.886
H -3.548 1.155 -5.520
H -6.263 3.367 2.496
H 5.128 0.122 -1.076
H 1.120 -5.712 -2.106
H 1.712 3.154 1.476
H 3.096 5.638 -0.896
H 0.989 -2.293 -3.489
H 0.910 2.780 -0.590
H 0.406 -4.485 -4.198
H -1.506 4.639 0.001
H -0.904 -0.964 -1.853
H 1.092 4.533 -0.721
H 5.252 -2.659 -3.692
H -5.522 2.004 1.738
H -6.039 -1.562 -3.772
H 4.082 4.605 -1.796
H -7.171 -2.955 -3.938
H 3.857 -0.634 -2.346
H -0.969 -1.190 -6.236
H 5.318 1.963 2.287
H -6.717 -1.910 -1.653
H -2.977 0.134 -4.251
H -3.502 -3.368 -0.584
H -6.208 4.557 0.360
H -1.575 -0.257 -0.542
H -3.370 2.337 3.664
H 1.831 1.378 -4.896
H -5.585 4.763 -2.014
H -4.630 0.607 6.531
H -0.412 -0.211 4.024
H 2.072 -4.967 -4.192
H 1.543 1.789 -3.196
H 7.079 -0.989 2.243
H -3.519 -2.214 -4.331
H -2.617 3.782 -1.826
H 2.497 -0.776 5.756
H 3.614 -0.571 -4.131
H -1.859 -1.741 5.435
H 3.729 -2.034 2.279
H -3.866 -5.127 -4.508
H 3.740 -5.750 -3.033
H -3.251 1.173 1.237
H 4.214 -0.121 0.410
H 2.674 -2.249 4.830
H 6.068 2.949 -1.131
H -2.885 -1.466 -1.946
H 7.655 -3.457 4.888
H 1.695 -3.918 0.286
H -5.034 3.484 -2.902
H -2.082 1.361 7.842
H -1.903 2.090 2.031
H 2.194 2.970 -4.187
H -4.587 -1.116 -2.291
H 7.156 -4.161 2.652
H 1.317 -0.114 -1.465
H -4.932 2.860 5.508
H 4.829 -1.020 6.996
H -0.842 3.556 3.092
H -6.266 -5.528 -0.243
H -6.528 1.253 -1.038
H 4.438 0.984 4.130
H 0.117 1.193 -1.362
H -5.723 -4.230 0.850
H 8.274 -1.889 3.213
H 4.772 -5.090 -1.846
H -6.740 3.387 -2.339
H 3.534 -6.413 -1.467
H -1.440 4.275 1.677
H -1.170 1.887 2.690
H -0.930 -2.572 0.438
H 0.597 -4.179 -1.638
H -1.028 0.063 7.599
H 5.353 -4.227 2.844
H 0.040 2.644 -8.102
H -3.412 -1.264 4.658
H 4.300 -2.589 6.516
H 6.069 -3.330 1.621
H 6.643 -2.679 7.130
H 6.927 2.008 0.088
H 6.175 3.620 0.406
H 7.411 -0.568 3.983
H -0.772 -1.088 -4.543
H 3.408 -4.280 0.486
H -1.251 4.355 -3.810
H 2.297 4.749 1.430
H 2.261 -0.504 -3.030
H -0.246 3.600 -2.589
H -2.922 -3.451 -3.338
H 4.569 4.998 -0.127
H -4.323 0.637 4.839
H -5.812 -6.034 -3.096
H -1.441 0.667 -7.668
H -7.121 2.999 0.264
H 1.472 3.385 -2.097
H -4.578 -2.018 -0.208
H -4.275 4.711 2.243
H 0.334 1.146 1.131
H 2.446 -5.591 0.270
H 0.074 2.494 6.273
H 7.072 -1.333 6.041
*
```

***

This record from the Open Molecules 2025 dataset describes a 2-piece molecular cluster, C4H11N3O2 overall at a distorted geometry. The level of theory is the ωB97M-V functional and the def2-TZVPD basis.

Gap between HOMO and LUMO (spin up / spin down) = 2.53 / 8.54 eV
Calculated total energy = -12890.30962 eV
ΔE to the lowest compared entry with this formula, charge and spin = 1.908 eV
Largest force on an atom = 0.07693 hartree/bohr

```
! wB97M-V def2-TZVPD RIJCOSX def2/J DEFGRID3
* xyz -1 2
O 0.804 -2.159 0.150
O -0.844 -1.321 -1.252
N 0.609 1.700 1.450
N -1.492 2.715 1.389
N -0.811 1.344 -0.383
C 0.251 -3.079 -2.026
C -0.506 2.002 0.674
C 0.123 -2.167 -0.843
C 1.533 0.714 0.919
H -0.597 -3.775 -2.079
H 0.616 1.948 2.413
H -1.075 -0.427 -0.757
H 1.131 -0.230 1.258
H -2.481 2.505 1.343
H 0.250 -2.412 -2.898
H -1.272 3.371 2.148
H 1.705 0.612 -0.151
H 1.146 -3.730 -1.964
H -1.571 1.628 -1.001
H 2.482 0.762 1.611
*
```

***

This record from the Open Molecules 2025 dataset describes C54H56AsN6ORbSSi2 as an isolated structure at a distorted geometry. The level of theory is the ωB97M-V functional and the def2-TZVPD basis.

Gap between HOMO and LUMO (spin up / spin down) = 4.20 / 4.20 eV
Calculated total energy = -155980.11636 eV
ΔE to the lowest compared entry with this formula, charge and spin = 0.000 eV
Largest force on an atom = 0.04866 hartree/bohr

```
! wB97M-V def2-TZVPD RIJCOSX def2/J DEFGRID3
* xyz -2 1
Rb -13.274 -19.739 8.922
As -11.116 -19.773 12.534
S -16.388 -20.255 9.984
Si -10.140 -21.426 13.865
Si -12.855 -19.066 13.920
O -13.435 -22.250 10.408
N -11.848 -17.592 7.932
N -13.096 -21.505 6.904
N -14.174 -18.664 6.251
N -17.808 -18.889 11.929
N -10.596 -20.253 8.098
N -18.884 -20.639 11.103
C -17.893 -23.426 5.271
C -10.573 -17.236 8.303
C -17.176 -20.907 4.245
C -8.313 -17.525 9.254
C -16.125 -17.466 6.699
C -13.920 -22.998 5.401
C -16.819 -22.766 5.811
C -11.448 -22.447 14.677
C -6.606 -15.833 9.052
C -12.462 -16.493 7.425
C -10.134 -24.518 6.098
C -16.406 -21.510 5.282
C -19.151 -18.735 12.420
C -14.722 -12.900 8.227
C -8.591 -20.474 9.136
C -15.299 -19.448 6.062
C -19.832 -20.008 11.994
C -13.528 -17.271 13.348
C -17.675 -19.924 11.063
C -8.982 -26.321 7.154
C -9.601 -19.536 8.684
C -9.041 -25.710 8.418
C -15.842 -13.370 6.158
C -12.856 -23.590 5.983
C -16.519 -18.694 6.267
C -12.595 -19.109 15.773
C -11.010 -22.658 7.483
C -7.690 -16.506 8.504
C -9.691 -24.496 8.527
C -19.312 -21.774 10.274
C -11.545 -15.338 7.536
C -14.367 -15.040 7.111
C -15.185 -20.816 5.767
C -6.041 -16.307 10.258
C -15.560 -12.517 7.208
C -7.706 -17.994 10.454
C -9.554 -18.128 8.708
C -12.275 -22.614 6.871
C -14.144 -14.189 8.233
C -10.421 -15.806 8.131
C -9.431 -25.708 5.971
C -14.382 -20.081 13.600
C -10.322 -21.571 8.173
C -14.646 -17.471 6.685
C -9.022 -21.738 8.832
C -13.786 -16.394 7.030
C -15.236 -14.573 6.048
C -6.543 -17.422 10.934
C -18.651 -22.739 4.329
C -8.918 -22.454 12.827
C -10.293 -23.937 7.353
C -18.333 -21.504 3.802
C -9.147 -20.670 15.240
C -14.059 -21.672 5.981
H -19.586 -23.206 4.040
H -17.125 -18.143 11.934
H -20.011 -22.411 10.883
H -8.079 -20.806 15.078
H -8.219 -18.810 10.980
H -18.447 -22.407 10.048
H -14.225 -21.126 13.928
H -9.474 -21.078 16.233
H -16.889 -19.923 3.846
H -14.353 -22.508 10.643
H -8.113 -16.277 7.511
H -7.900 -22.102 12.890
H -8.586 -26.114 9.320
H -13.556 -14.618 9.074
H -16.574 -13.108 5.372
H -9.127 -22.510 11.763
H -9.598 -15.193 8.391
H -14.587 -20.154 12.482
H -14.605 -23.451 4.712
H -9.191 -26.122 5.035
H -5.243 -15.701 10.611
H -11.561 -18.877 16.001
H -12.670 -16.617 13.209
H -19.781 -21.406 9.355
H -12.091 -21.794 15.283
H -9.360 -19.620 15.323
H -8.477 -27.313 7.104
H -13.977 -17.369 12.334
H -15.354 -15.122 5.097
H -10.955 -23.176 15.296
H -16.758 -16.638 6.988
H -18.232 -24.387 5.615
H -18.952 -20.962 3.060
H -7.645 -20.234 9.596
H -16.324 -23.160 6.708
H -17.470 -19.019 5.979
H -13.242 -18.390 16.291
H -9.979 -24.048 9.505
H -12.859 -20.051 16.207
H -19.137 -18.528 13.534
H -14.437 -12.226 9.019
H -6.192 -14.997 8.513
H -15.204 -19.656 14.100
H -12.598 -24.668 6.048
H -15.981 -11.508 7.208
H -19.981 -20.698 12.825
H -6.088 -17.860 11.828
H -14.257 -16.893 14.034
H -10.527 -24.002 5.218
H -12.924 -22.373 11.236
H -19.553 -17.822 11.946
H -20.831 -19.999 11.532
H -8.444 -22.636 8.988
H -12.056 -23.049 14.004
H -11.833 -14.326 7.224
H -8.941 -23.484 13.187
*
```